Entry 1:
Below is C6H9N in the gas phase in a non-equilibrium geometry, with properties calculated with wB97M-V/def2-TZVPD.

```
16
Properties=species:S:1:pos:R:3:mulliken_charge:R:1
C 2.39 0.48 0.27 -0.26
N 1.16 0.75 0.37 -0.35
C -0.03 -0.22 0.00 1.15
C 0.23 -1.71 -0.27 -1.54
C -1.13 0.42 -0.77 -0.60
C -1.41 1.58 0.25 -0.56
C -1.37 0.15 0.64 -0.69
H 3.11 1.23 0.56 0.28
H 2.89 -0.58 0.03 0.10
H 0.38 -1.93 -1.30 0.35
H -0.58 -2.30 0.08 0.39
H 1.13 -2.13 0.12 0.44
H -1.46 0.22 -1.73 0.44
H -0.61 2.22 0.34 0.30
H -2.51 1.99 0.13 0.21
H -2.18 -0.16 1.28 0.33
```

Summary:
SMILES: C=N[C@]1(C)[C@@H]2C[C@@H]21
E_HOMO (Ha): -0.3320
Kohn-Sham gap (eV): 10.185
Energy relative to the best compared isomer or geometry (same formula, charge and spin) (kJ/mol): 411.3

Entry 2:
Below is a gas-phase ion, C5H8N (charge +1) in a non-equilibrium geometry, with properties calculated with wB97M-V/def2-TZVPD.

```
14
Properties=species:S:1:pos:R:3:mulliken_charge:R:1
C -1.22 1.44 -2.27 -0.97
C -1.65 0.74 -1.08 0.05
C -0.93 0.02 -0.23 0.38
C -0.12 -0.72 0.63 -0.12
N 0.60 -1.37 1.73 -0.15
C 2.02 -1.02 1.89 -0.77
H -0.18 1.66 -2.46 0.36
H -1.84 2.39 -2.36 0.31
H -1.54 0.93 -3.21 0.33
H -2.73 0.88 -0.92 0.32
H 0.34 -2.13 2.32 0.30
H 2.11 -0.53 2.85 0.34
H 2.50 -1.95 1.88 0.34
H 2.65 -0.33 1.23 0.30
```

Summary:
SMILES: CC=C=C=[NH+]C
Net charge: +1
E_HOMO (alpha / beta) (Ha): -0.5356 / -0.5355
Kohn-Sham gap (alpha / beta) (eV): 8.417 / 8.416
Energy relative to the best compared isomer or geometry (same formula, charge and spin) (kJ/mol): 491.2

Entry 3:
Below is CH4FN in the gas phase in a non-equilibrium geometry, with properties calculated with wB97M-V/def2-TZVPD.

```
7
Properties=species:S:1:pos:R:3:mulliken_charge:R:1
N -0.13 -0.26 -0.83 -0.49
C 0.07 -0.06 0.51 -0.11
F -0.07 1.22 0.97 -0.30
H -0.98 0.15 -1.01 0.21
H 0.52 0.10 -1.53 0.25
H 1.12 -0.42 0.63 0.24
H -0.54 -0.71 1.26 0.21
```

Summary:
SMILES: NCF
E_HOMO (Ha): -0.3881
Kohn-Sham gap (eV): 11.786
Energy relative to the best compared isomer or geometry (same formula, charge and spin) (kJ/mol): 16.9

Entry 4:
Below is a molecular structure, C20H55CdN3O10 in a non-equilibrium geometry, with properties calculated with wB97M-V/def2-TZVPD.

```
89
Properties=species:S:1:pos:R:3:mulliken_charge:R:1
Cd -2.39 -3.39 1.05 1.11
C -1.47 -0.21 0.73 -0.58
O -2.06 -1.20 1.39 -0.54
H -0.95 -0.46 -0.19 -0.19
H -2.24 0.54 0.56 0.20
H -0.77 0.24 1.44 0.44
C -1.85 -3.14 -2.32 -0.56
O -1.97 -3.63 -1.02 -0.66
H -1.61 -3.96 -3.01 0.33
H -2.80 -2.81 -2.75 0.31
H -1.05 -2.41 -2.42 -0.03
C 2.91 -1.80 -0.01 -0.63
O 2.19 -2.55 0.97 -0.32
C 1.33 -3.54 0.36 -0.40
C 0.59 -4.28 1.53 -0.72
N -0.54 -3.54 2.07 0.30
C -0.80 -4.05 3.49 -0.69
C -2.13 -3.56 4.11 -0.65
O -3.23 -3.67 3.12 -0.34
C -4.53 -3.36 3.61 -0.82
H 3.52 -1.08 0.53 0.33
H 2.34 -1.09 -0.62 0.03
H 3.64 -2.30 -0.66 0.42
H 1.91 -4.23 -0.25 0.55
H 0.62 -3.02 -0.28 0.04
H 1.31 -4.41 2.34 0.34
H 0.32 -5.23 1.08 0.42
H -0.13 -2.62 2.11 -0.13
H -0.05 -3.82 4.24 0.39
H -0.96 -5.12 3.41 0.43
H -2.11 -2.51 4.42 0.40
H -2.25 -4.16 5.01 0.47
H -5.06 -4.07 2.98 0.33
H -5.01 -2.38 3.57 0.28
H -4.60 -3.63 4.66 0.30
C 2.09 0.58 3.17 -0.53
O 1.47 1.62 2.39 -0.23
C 2.22 2.02 1.22 -0.28
C 1.22 2.76 0.27 0.49
N 1.01 4.15 0.70 -0.25
C -0.04 4.33 1.74 -0.31
C -1.37 4.06 1.24 0.36
O -2.32 4.29 2.23 -0.44
C -3.05 3.15 2.75 -0.35
H 1.51 0.46 4.09 0.31
H 3.17 0.49 3.26 0.33
H 1.78 -0.26 2.55 -0.04
H 2.68 1.21 0.64 0.09
H 3.09 2.58 1.55 0.41
H 0.33 2.15 0.17 -0.39
H 1.72 2.77 -0.70 -0.46
H 1.85 4.64 0.98 0.32
H 0.03 5.25 2.32 0.44
H 0.03 3.59 2.55 0.10
H -1.37 3.01 0.97 -0.45
H -1.72 4.61 0.37 0.30
H -3.42 2.44 2.00 0.07
H -3.85 3.34 3.47 0.32
H -2.21 2.67 3.27 0.29
C -1.53 -0.10 -5.38 -0.64
O -0.48 0.69 -4.80 -0.43
C 0.10 0.04 -3.70 -0.60
C 0.84 1.02 -2.88 0.37
N 2.08 1.33 -3.62 -0.24
C 3.11 2.11 -2.99 -0.26
C 4.35 2.20 -3.91 -0.64
O 5.41 2.53 -3.06 -0.31
C 6.62 2.55 -3.82 -0.87
H -1.03 -1.07 -5.32 0.32
H -1.81 0.22 -6.38 0.23
H -2.38 -0.01 -4.70 0.23
H 0.72 -0.77 -4.10 0.36
H -0.65 -0.41 -3.05 0.19
H 1.04 0.53 -1.93 -0.28
H 0.19 1.88 -2.70 0.18
H 1.81 1.65 -4.54 0.28
H 3.47 1.64 -2.07 0.12
H 2.82 3.12 -2.70 0.21
H 4.25 2.93 -4.71 0.37
H 4.54 1.25 -4.40 0.42
H 6.60 2.74 -4.89 0.33
H 6.99 1.53 -3.84 0.34
H 7.43 3.10 -3.33 0.27
O -5.90 1.02 -0.45 -0.63
H -5.07 1.17 -0.01 0.36
H -5.75 1.26 -1.36 0.28
O -4.56 0.37 2.06 -0.63
H -4.51 -0.55 2.32 0.23
H -3.67 0.60 1.79 0.17
```

Summary:
E_HOMO (Ha): -0.2836
Kohn-Sham gap (eV): 7.493

Entry 5:
Below is a molecular structure, C18H36N2O2Rb in a non-equilibrium geometry, with properties calculated with wB97M-V/def2-TZVPD.

```
59
Properties=species:S:1:pos:R:3:mulliken_charge:R:1
Rb 0.76 0.19 -2.73 0.79
C 6.09 0.01 3.97 -1.88
C 5.81 0.72 2.60 1.72
C 6.72 1.98 2.51 -1.44
C 8.22 1.84 2.18 -0.70
C 8.41 0.88 1.02 -1.13
C 7.55 -0.43 1.04 1.14
N 6.12 -0.08 1.36 0.28
O 5.19 -1.14 1.06 -0.91
C 8.25 -1.31 2.08 -1.61
C 7.69 -1.03 -0.46 -1.53
C 4.31 1.22 2.55 -1.79
H 5.96 -1.06 3.86 0.31
H 5.40 0.38 4.73 0.47
H 7.05 0.39 4.33 0.39
H 6.54 2.70 3.31 0.39
H 6.32 2.56 1.68 0.48
H 8.73 1.42 3.05 0.32
H 8.72 2.79 1.95 0.41
H 9.47 0.63 0.99 0.38
H 8.11 1.45 0.13 0.42
H 9.26 -1.34 1.68 0.49
H 7.93 -2.35 2.09 0.28
H 8.26 -0.92 3.10 0.33
H 7.21 -2.01 -0.48 0.35
H 8.77 -1.11 -0.54 0.36
H 7.29 -0.36 -1.23 0.37
H 3.58 0.40 2.57 0.36
H 4.08 1.64 1.57 0.43
H 4.10 1.94 3.34 0.40
C -6.46 -3.13 -2.19 -1.96
C -6.67 -1.66 -2.31 1.64
C -8.15 -1.45 -2.60 -1.18
C -8.67 -0.01 -2.64 -0.74
C -8.33 0.78 -1.32 -1.23
C -6.82 0.67 -0.96 1.58
N -6.39 -0.75 -1.16 0.39
O -5.15 -1.12 -0.57 -0.89
C -6.91 1.13 0.52 -1.82
C -5.98 1.73 -1.74 -1.64
C -5.87 -1.15 -3.56 -1.88
H -6.71 -3.85 -2.97 0.42
H -6.95 -3.50 -1.29 0.41
H -5.40 -3.39 -2.18 0.39
H -8.64 -1.80 -1.69 0.40
H -8.39 -1.99 -3.51 0.41
H -9.75 0.11 -2.69 0.37
H -8.22 0.42 -3.54 0.32
H -9.08 0.49 -0.59 0.44
H -8.55 1.83 -1.52 0.31
H -7.65 0.56 1.08 0.43
H -7.03 2.20 0.69 0.36
H -5.99 0.90 1.06 0.40
H -4.96 1.84 -1.39 0.31
H -6.53 2.67 -1.74 0.45
H -5.93 1.62 -2.82 0.31
H -4.82 -1.01 -3.30 0.41
H -6.13 -0.21 -4.04 0.28
H -5.79 -1.94 -4.31 0.44
```

Summary:
Net charge: -1
E_HOMO (Ha): -0.0757
Kohn-Sham gap (eV): 2.196
Energy relative to the best compared isomer or geometry (same formula, charge and spin) (kJ/mol): 614.9

Entry 6:
Below is 2 unconnected molecules or ions with the total composition C6H20NO3P2, with properties calculated with wB97M-V/def2-TZVPD.

```
32
Properties=species:S:1:pos:R:3:mulliken_charge:R:1
C -2.18 0.84 -1.88 -1.09
C -0.88 0.17 -2.34 -0.03
C 0.34 1.02 -2.01 -0.79
O 1.52 0.49 -2.54 -0.41
P 2.50 -0.48 -1.46 0.38
P 3.64 -1.79 0.03 -0.09
C 3.03 -0.97 1.57 -0.53
O 2.61 -3.13 0.02 -0.44
H -2.96 0.11 -1.64 0.25
H -2.01 1.44 -0.98 0.25
H -2.59 1.50 -2.64 0.35
H -0.75 -0.81 -1.87 0.14
H -0.90 0.00 -3.42 0.26
H 0.20 2.03 -2.42 0.32
H 0.41 1.12 -0.91 0.25
H 1.27 -0.91 -0.71 -0.48
H 2.63 0.67 -0.52 -0.05
H 3.68 -0.07 -2.19 -0.08
H 2.35 -1.66 -2.33 -0.07
H 3.66 -0.11 1.78 0.33
H 3.11 -1.66 2.41 0.34
H 1.99 -0.63 1.45 -0.08
H 1.73 -2.83 -0.26 0.32
O -0.99 0.23 1.63 -0.61
C -2.07 0.43 2.15 0.65
N -3.24 0.00 1.59 -0.36
C -2.20 1.17 3.46 -1.00
H -4.12 0.21 2.00 0.16
H -3.20 -0.46 0.69 0.24
H -1.76 2.16 3.33 0.24
H -1.61 0.65 4.21 0.26
H -3.22 1.27 3.81 0.37
```

Summary:
Net charge: -1
E_HOMO (Ha): -0.1204
Kohn-Sham gap (eV): 5.928